This record from the OMol25 dataset describes a molecular structure, C2H2N2O2S in a non-equilibrium geometry. The level of theory is the ωB97M-V functional and the def2-TZVPD basis.

The geometry in XYZ format:
```
9
Properties=species:S:1:pos:R:3:forces:R:3
S -3.34679 -0.64781 -0.08307 3.4 1.2 0.3
O -4.46881 0.25390 0.07632 -0.6 0.6 0.1
C 0.03980 0.25051 0.00891 -0.2 -0.6 -0.1
O 0.62603 1.53777 -0.09770 0.2 -0.3 0.0
N -1.50874 1.92333 0.10509 -1.4 -0.6 0.1
C -1.40378 0.61609 0.14612 -2.3 -2.0 -0.4
H 0.25887 -0.33494 -0.89549 0.0 0.1 0.1
H 0.45174 -0.27088 0.88148 -0.1 0.0 -0.1
N -0.38329 2.47326 -0.02560 1.0 1.5 -0.1
```
Positions in Å, forces in eV/Å.

Output
* molecular weight: 118.12 g/mol
* LUMO energy (alpha / beta): -0.888 / -1.765 eV
* Kohn-Sham gap (alpha / beta): 9.03 / 6.83 eV
* charge: 0
* energy above the lowest of the compared OMol25 structures with the same formula, charge and spin: 5.624 eV
* spin multiplicity: 1